{
  "formula": "C18H12F3N6RuS4",
  "method": "ωB97M-V/def2-TZVPD",
  "s_squared": 0.7779,
  "de_lowest_kj_mol": 322.9,
  "energy_ha": -3008.80097,
  "homo_energy_ha": [-0.285, -0.283],
  "multiplicity": 2,
  "gap_ev": [5.487, 5.452],
  "symbols": ["Ru", "C", "S", "C", "S", "N", "N", "C", "C", "C", "C", "C", "C", "N", "H", "H", "H", "H", "H", "H", "H", "H", "S", "C", "C", "N", "C", "S", "C", "N", "F", "C", "F", "F", "C", "C", "C", "N", "C", "C", "H", "H", "H", "H"],
  "xyz": [[1.10, 0.37, 0.38], [3.85, 1.42, 4.85], [4.62, 0.31, 3.65], [3.46, 0.24, 2.37], [2.01, 1.22, 2.38], [3.77, -0.57, 1.41], [2.94, -0.59, 0.34], [3.28, -1.40, -0.61], [2.65, -1.27, -1.90], [3.05, -2.03, -2.99], [2.49, -1.76, -4.23], [1.56, -0.74, -4.33], [1.20, -0.05, -3.18], [1.73, -0.30, -2.00], [4.39, 1.29, 5.78], [2.81, 1.15, 4.98], [3.93, 2.46, 4.51], [4.11, -2.08, -0.44], [3.79, -2.82, -2.87], [2.79, -2.33, -5.10], [1.12, -0.48, -5.28], [0.46, 0.75, -3.22], [0.22, 2.20, -0.98], [-1.28, 1.52, -0.16], [-2.09, 2.69, 0.24], [-2.65, 3.62, 0.60], [-1.64, -0.91, -1.05], [-0.28, -1.61, -0.38], [-2.49, -1.83, -1.70], [-3.18, -2.60, -2.22], [-6.10, 0.27, 0.14], [-5.25, 0.20, 1.18], [-5.53, -0.95, 1.84], [-5.56, 1.21, 2.02], [-3.80, 0.26, 0.76], [-3.54, 0.49, -0.54], [-2.12, 0.53, -1.04], [-0.73, 0.86, 0.97], [-1.52, 0.23, 1.86], [-2.87, 0.02, 1.83], [-4.33, 0.67, -1.25], [-2.10, 0.89, -2.07], [-0.98, -0.16, 2.71], [-3.29, -0.41, 2.73]],
  "lowdin_charge": [0.75, -0.42, 0.88, -1.07, 0.63, -0.11, -0.18, -0.06, -0.30, 0.00, -0.04, -0.03, -0.15, -0.01, 0.04, 0.01, 0.04, 0.14, 0.12, 0.12, 0.11, 0.06, 0.68, -0.81, -0.24, 0.20, -0.55, 0.91, -0.28, 0.21, 0.13, -0.58, 0.14, 0.15, -0.13, -0.02, -0.27, -0.31, -0.20, -0.03, 0.13, 0.15, 0.11, 0.11]
}